## 1
ORCA calculation (wB97M-V/def2-TZVPD) on a single C2H6N4O molecule.

```
13
Properties=species:S:1:pos:R:3:nbo_charge:R:1
C -1.52 0.65 -0.54 -0.4294
N -0.14 0.90 -0.23 -0.2540
N 0.23 0.64 1.13 -0.4564
C 0.69 -0.26 0.10 0.3461
N 0.12 -1.56 0.04 -0.8381
N 2.03 -0.22 -0.36 0.1233
O 2.61 0.84 -0.25 -0.2527
H -1.59 0.32 -1.57 0.2134
H -1.97 -0.10 0.12 0.1947
H -2.04 1.60 -0.42 0.2108
H 0.98 1.29 1.39 0.3656
H 0.78 -2.20 -0.36 0.3876
H -0.18 -1.88 0.95 0.3890
```

Computed properties:
Gap between HOMO and LUMO: 8.93 eV
Molar mass: 102.1 u
E_HOMO: -9.6 eV
LUMO level: -0.7 eV
Multiplicity: 1

## 2
ORCA calculation (wB97M-V/def2-TZVPD) on a single C2H6N4O molecule.

```
13
Properties=species:S:1:pos:R:3:nbo_charge:R:1
N -1.44 0.94 1.37 -0.6650
N -1.62 0.72 0.01 -0.4215
C -0.81 -0.06 -0.73 -0.1269
C 0.51 -0.27 -0.48 0.1421
N 1.38 -1.09 -1.05 -0.8687
N 1.51 0.39 0.87 0.1687
O 2.51 -0.25 1.01 -0.2917
H -0.93 0.29 1.93 0.3547
H -1.06 1.91 1.45 0.3596
H -2.55 0.54 -0.23 0.3568
H -1.12 -0.48 -1.71 0.2110
H 2.20 -1.11 -0.50 0.3818
H 1.40 -1.55 -1.95 0.3990
```

Computed properties:
Gap between HOMO and LUMO (spin up / spin down): 6.66 / 6.66 eV
Molar mass: 102.1 u
E_HOMO (spin up / spin down): -6.9 / -6.9 eV
LUMO level (spin up / spin down): -0.2 / -0.2 eV
Multiplicity: 1

## 3
ORCA calculation (wB97M-V/def2-TZVPD) on a single C2H6N4O molecule.

```
13
Properties=species:S:1:pos:R:3:nbo_charge:R:1
N -3.34 0.52 -0.07 -0.6328
C -2.21 0.00 -0.05 0.3456
C -1.10 -0.66 -0.30 -0.2328
N -0.05 -0.69 0.65 -0.4674
N 1.24 -0.87 0.08 -0.3140
N 1.55 0.41 -0.49 -0.2215
O 2.57 1.05 0.25 -0.6175
H -4.19 0.11 0.33 0.3751
H -1.01 -1.11 -1.23 0.2427
H -0.01 0.01 1.44 0.3649
H 1.97 -0.98 0.89 0.3594
H 2.00 0.20 -1.48 0.3195
H 2.57 2.00 -0.01 0.4789
```

Computed properties:
Gap between HOMO and LUMO: 8.34 eV
Molar mass: 102.1 u
E_HOMO: -7.5 eV
LUMO level: 0.9 eV
Multiplicity: 1

Energetically preferred structure: 1 | next structure: +1.025 eV

## 1
ORCA calculation (wB97M-V/def2-TZVPD) on C26H25N9O5PS4W as an isolated structure.

```
71
Properties=species:S:1:pos:R:3:lowdin_charge:R:1
W 0.54 -0.71 0.01 1.5625
S 3.43 -2.41 -0.12 0.9863
C 3.42 -1.42 -1.55 -0.8696
S 2.27 -0.13 -1.68 0.7245
C 4.35 -1.61 -2.53 -0.3514
C 5.33 -2.64 -2.38 -0.2219
N 6.07 -3.50 -2.20 0.1984
C 4.36 -0.79 -3.70 -0.2258
N 4.35 -0.13 -4.65 0.1933
O -0.79 1.61 3.91 0.0649
C -2.09 1.57 3.50 -0.2618
C -2.98 2.42 4.14 0.0040
C -4.32 2.41 3.80 -0.0546
C -4.80 1.55 2.82 -0.0702
C -3.92 0.70 2.18 -0.0143
C -2.56 0.70 2.51 -0.0921
C -1.65 -0.20 1.80 -0.3855
O -0.41 0.22 1.57 -0.2850
N -2.02 -1.38 1.43 0.0573
N -0.92 -2.05 0.84 -0.2056
C -1.03 -3.34 1.01 -0.8512
S 0.22 -4.48 0.66 1.0003
C -0.89 -5.91 0.71 -0.4767
C -1.86 -5.67 1.85 -0.4874
S -2.47 -3.97 1.72 1.0380
H -0.27 0.98 3.40 0.0894
H -2.60 3.08 4.91 0.1264
H -5.00 3.09 4.30 0.1134
H -5.84 1.55 2.55 0.1084
H -4.26 0.02 1.41 0.1188
H -0.28 -6.79 0.88 0.0916
H -1.41 -6.00 -0.25 0.0867
H -1.38 -5.80 2.82 0.0879
H -2.73 -6.34 1.79 0.0903
O -2.73 -0.06 -2.36 0.1721
C -1.71 -0.48 -1.93 -0.5060
O -0.97 0.12 -0.99 -0.2581
C -1.05 -1.74 -2.40 -0.1689
C -1.52 -2.43 -3.49 0.0470
C -0.81 -3.54 -3.93 0.0020
C 0.35 -3.89 -3.26 -0.0041
C 0.76 -3.15 -2.16 -0.1522
N 0.07 -2.08 -1.73 -0.0460
H -2.42 -2.08 -3.97 0.1387
H -1.14 -4.10 -4.79 0.1273
H 0.96 -4.72 -3.58 0.1270
H 1.65 -3.40 -1.63 0.0543
C 0.11 4.73 -0.74 -0.1680
N 1.14 4.10 -1.56 -0.1384
C 2.46 4.37 -0.98 -0.1621
N 2.57 3.95 0.42 -0.1393
C 1.50 4.58 1.19 -0.1643
N 0.17 4.31 0.66 -0.1313
C -0.21 2.91 0.83 -0.2528
P 0.99 1.84 -0.09 0.9519
C 0.90 2.68 -1.74 -0.2984
C 2.58 2.50 0.57 -0.2728
H -0.87 4.50 -1.15 0.1360
H 0.26 5.81 -0.77 0.1357
H 2.63 5.44 -1.03 0.1358
H 3.22 3.86 -1.57 0.1366
H 1.66 5.66 1.17 0.1356
H 1.55 4.24 2.23 0.1359
H -1.21 2.72 0.46 0.1151
H -0.18 2.66 1.89 0.0811
H -0.10 2.51 -2.15 0.1051
H 1.64 2.27 -2.43 0.0605
H 3.41 2.07 0.01 0.0908
H 2.69 2.23 1.62 0.1085
O 1.87 -0.90 1.35 -0.3771
N 1.92 -2.10 0.58 -0.6466
```

Computed properties:
Gap between HOMO and LUMO: 6.24 eV
Molar mass: 886.6 u
E_HOMO: -11.2 eV
LUMO level: -4.9 eV
Multiplicity: 1
Net charge: +1

## 2
ORCA calculation (wB97M-V/def2-TZVPD) on C26H25N9O5PS4W as an isolated structure.

```
71
Properties=species:S:1:pos:R:3:lowdin_charge:R:1
W 0.23 -0.27 -0.76 1.5886
S 1.06 0.06 -3.15 0.7631
C 1.06 -1.69 -3.34 -1.0658
S -0.31 -2.53 -2.76 0.7100
C 2.15 -2.32 -3.92 -0.3690
C 2.15 -3.70 -4.18 -0.2381
N 2.13 -4.83 -4.40 0.1847
C 3.34 -1.61 -4.13 -0.2701
N 4.34 -1.04 -4.19 0.1693
O 2.03 4.91 -0.87 0.0822
C 0.70 4.98 -0.85 -0.2512
C 0.12 6.25 -0.98 0.0065
C -1.25 6.40 -0.99 -0.0515
C -2.09 5.30 -0.86 -0.0736
C -1.54 4.05 -0.71 -0.0204
C -0.15 3.86 -0.68 -0.0764
C 0.38 2.52 -0.53 -0.3733
O -0.41 1.50 -0.22 -0.2244
N 1.65 2.30 -0.69 0.0119
N 2.02 0.97 -0.59 -0.2651
C 3.33 0.80 -0.65 -0.8637
S 4.04 -0.77 -0.64 1.0303
C 5.74 -0.14 -0.34 -0.4475
C 5.89 1.21 -1.01 -0.4643
S 4.38 2.18 -0.70 1.0368
H 2.32 3.98 -0.83 0.0384
H 0.78 7.09 -1.09 0.1251
H -1.67 7.39 -1.10 0.1138
H -3.16 5.43 -0.89 0.1072
H -2.18 3.18 -0.62 0.1054
H 6.44 -0.87 -0.74 0.0946
H 5.87 -0.06 0.74 0.0844
H 6.02 1.12 -2.09 0.0892
H 6.73 1.77 -0.60 0.0908
O 1.91 -3.61 0.39 0.1883
C 1.54 -2.46 0.43 -0.5499
O 1.38 -1.68 -0.69 -0.4446
C 1.22 -1.66 1.61 -0.1906
C 1.58 -2.04 2.91 0.0457
C 1.44 -1.16 3.94 0.0133
C 0.94 0.14 3.65 0.0005
C 0.61 0.47 2.37 -0.0829
N 0.72 -0.38 1.30 -0.0730
H 1.98 -3.04 3.04 0.1412
H 1.71 -1.42 4.95 0.1268
H 0.81 0.86 4.44 0.1269
H 0.22 1.45 2.12 0.1333
C -4.55 -2.90 0.28 -0.1458
N -4.28 -1.51 -0.08 -0.0803
C -4.41 -0.69 1.11 -0.1543
N -3.51 -1.12 2.16 -0.1420
C -3.77 -2.51 2.49 -0.1595
N -3.66 -3.36 1.32 -0.1327
C -2.31 -3.53 0.89 -0.2537
P -1.51 -1.89 0.37 1.0916
C -3.02 -1.40 -0.76 -0.4207
C -2.13 -0.88 1.84 -0.2915
H -4.46 -3.54 -0.61 0.1424
H -5.58 -2.96 0.65 0.1427
H -5.43 -0.78 1.47 0.1404
H -4.24 0.36 0.86 0.1298
H -4.79 -2.58 2.88 0.1410
H -3.07 -2.84 3.25 0.1365
H -2.26 -4.22 0.04 0.1123
H -1.72 -3.95 1.71 0.1021
H -3.03 -2.10 -1.61 0.1221
H -2.85 0.69 -0.66 0.1003
H -1.99 0.19 1.62 0.0906
H -1.53 -1.14 2.72 0.0915
O -1.38 -0.11 -1.71 -0.5573
N -2.74 -0.10 -1.32 -0.0184
```

Computed properties:
Gap between HOMO and LUMO (spin up / spin down): 4.83 / 4.82 eV
Molar mass: 886.6 u
E_HOMO (spin up / spin down): -10.3 / -10.3 eV
LUMO level (spin up / spin down): -5.4 / -5.4 eV
Multiplicity: 1
Net charge: +1

Energetically preferred structure: 1 | next structure: +3.687 eV

## 1
ORCA calculation (wB97M-V/def2-TZVPD) on a 2-piece molecular cluster, C2H7N4 overall.

```
13
Properties=species:S:1:pos:R:3:nbo_charge:R:1
C -1.48 0.45 0.19 0.3445
C 0.44 1.71 0.15 -0.1031
N 2.92 -2.40 -1.12 -0.2809
N 1.91 -1.87 -0.98 -0.0791
N -2.26 -0.51 0.51 -0.6818
N -0.20 0.65 0.54 -0.4991
H -1.82 1.26 -0.57 0.2356
H 1.16 2.12 0.77 0.2006
H -0.01 2.46 -0.45 0.1890
H 3.92 -2.14 -1.15 0.3641
H -3.14 -0.60 0.07 0.4364
H -1.87 -1.33 0.88 0.4219
H 0.43 0.21 1.16 0.4520
```

Computed properties:
Gap between HOMO and LUMO (spin up / spin down): 8.66 / 5.98 eV
Molar mass: 87.1 u
E_HOMO (spin up / spin down): -12.4 / -10.7 eV
LUMO level (spin up / spin down): -3.7 / -4.7 eV
Multiplicity: 1
Net charge: +1

## 2
ORCA calculation (wB97M-V/def2-TZVPD) on a 2-piece molecular cluster, C2H7N4 overall.

```
13
Properties=species:S:1:pos:R:3:nbo_charge:R:1
C 0.53 -0.78 -0.64 0.7254
C -1.78 0.10 -0.69 -0.4290
N 3.66 -0.35 2.44 -0.2925
N 2.62 0.09 2.41 -0.0673
N 1.14 0.26 -0.15 -0.7838
N -0.74 -0.93 -0.84 -0.5790
H -2.51 -0.03 -1.48 0.2494
H -1.35 1.09 -0.77 0.2193
H -2.28 -0.02 0.27 0.2398
H 4.31 -0.75 3.12 0.3733
H 2.15 0.29 -0.18 0.4549
H 0.67 1.06 0.26 0.4422
H -1.08 -1.83 -1.14 0.4473
```

Computed properties:
Gap between HOMO and LUMO (spin up / spin down): 12.20 / 4.13 eV
Molar mass: 87.1 u
E_HOMO (spin up / spin down): -15.5 / -10.9 eV
LUMO level (spin up / spin down): -3.3 / -6.8 eV
Multiplicity: 1
Net charge: +1

Energetically preferred structure: 2 | next structure: +0.073 eV

## 1
ORCA calculation (wB97M-V/def2-TZVPD) on a single CH4O2S molecule.

```
8
Properties=species:S:1:pos:R:3:nbo_charge:R:1
O -0.89 1.33 -0.15 -0.7321
C -0.56 -0.02 0.07 0.2025
O 0.50 -0.30 -0.73 -0.5868
S 2.25 0.32 0.07 0.2519
H -0.55 1.46 -1.02 0.4673
H -1.46 -0.56 -0.03 0.1681
H -0.26 -0.03 1.09 0.1448
H 2.42 -0.76 0.66 0.0844
```

Computed properties:
Gap between HOMO and LUMO: 8.99 eV
Molar mass: 80.1 u
E_HOMO: -10.4 eV
LUMO level: -1.4 eV
Multiplicity: 1

## 2
ORCA calculation (wB97M-V/def2-TZVPD) on a 2-piece molecular cluster, CH4O2S overall.

```
8
Properties=species:S:1:pos:R:3:nbo_charge:R:1
C -0.56 1.23 0.19 0.3152
O 0.47 1.11 0.82 -0.5748
O -0.29 -0.81 -1.25 -0.9960
S 0.95 -1.46 -0.72 0.8709
H -0.72 1.61 -0.91 0.1256
H -1.55 1.00 0.59 0.1094
H 1.00 -0.74 0.52 0.1092
H 0.44 -2.64 -0.12 0.0405
```

Computed properties:
Gap between HOMO and LUMO: 10.39 eV
Molar mass: 80.1 u
E_HOMO: -9.8 eV
LUMO level: 0.6 eV
Multiplicity: 1

Energetically preferred structure: 1 | next structure: +0.084 eV